Entry 1:
A molecular structure, C4H13CrO11S2 in a non-equilibrium geometry. Source: the Open Molecules 2025 dataset; level of theory: wB97M-V/def2-TZVPD.

For the orbital gap (spin up / spin down), the calculation gives 3.4 / 4.8 eV. The value obtained for the relative energy (zero: lowest compared OMol25 entry of this formula, charge and spin) is 98.3 kJ/mol. The spin multiplicity is 5. Its net charge is -3.

Geometry as XYZ:
```
31
C4H13CrO11S2 | the Open Molecules 2025 dataset | wB97M-V/def2-TZVPD
H -3.35575 -14.11849 -7.17349
O 2.02247 -12.35931 -4.44479
O 1.24248 -13.74826 -7.70286
O -0.07211 -12.42529 -5.61706
S -0.77298 -10.68520 -9.96897
H -2.32856 -13.11300 -8.82371
O 0.54700 -10.56247 -4.16324
H -2.37152 -13.26061 -5.97933
C -3.74153 -11.98304 -7.00031
H 1.72135 -15.68568 -8.34059
O -1.85207 -12.99158 -7.99642
Cr 0.13315 -11.85359 -7.66877
C -2.82486 -13.18084 -6.96659
H 1.60493 -9.87123 -7.87545
H -4.49244 -12.19486 -6.22366
H -4.21648 -11.77238 -7.95943
H 0.95557 -14.63271 -9.50317
H 3.01612 -13.11198 -9.42268
H 3.44452 -14.77861 -10.01718
O -0.05419 -12.68629 -3.17597
C 1.69561 -14.64834 -8.70036
O 1.67009 -10.59252 -7.23845
S 0.57065 -12.03356 -4.33125
O -1.05074 -10.33966 -8.56194
C 3.07063 -14.17427 -9.18460
H 1.81189 -14.00958 -6.96336
H 3.82426 -14.24328 -8.39498
O 0.22199 -11.76438 -9.80430
H -3.29531 -11.04461 -6.67247
O -0.29232 -9.50722 -10.70011
O -1.99696 -11.05750 -10.69526
```


Entry 2:
A gas-phase ion, C4H13N2 (charge +1) in a non-equilibrium geometry. Source: the Open Molecules 2025 dataset; level of theory: wB97M-V/def2-TZVPD.

Its SMILES is CNC[C@@H](C)[NH3+]. For the orbital gap, the calculation gives 9.0 eV. The value obtained for the relative energy (zero: lowest compared OMol25 entry of this formula, charge and spin) is 143.1 kJ/mol. Its net charge is +1.

Geometry as XYZ:
```
19
C4H13N2 | the Open Molecules 2025 dataset | wB97M-V/def2-TZVPD
H -3.15177 0.45192 0.80005
H 0.90804 -2.27172 -0.88843
H 1.92896 1.35824 -1.28356
H 0.79213 1.84838 -0.09063
H -2.00716 0.89849 -0.54942
N -0.99226 0.45570 1.17204
H 1.54426 -1.34789 -2.08559
N 1.39740 -1.39375 -1.08715
H 0.41662 -0.98476 1.36886
C -2.21332 0.92817 0.51548
H 2.01001 0.85899 0.49771
H -0.95309 0.43128 2.17603
C 0.47494 -0.13592 -0.66086
H -0.13654 -0.03734 -1.54810
H 2.29905 -1.36660 -0.59679
C 1.41273 1.00065 -0.40367
H -0.94298 -1.50514 0.35586
H -2.28853 1.98194 0.78713
C -0.25776 -0.67737 0.57627
```


Entry 3:
2 unconnected molecules or ions with the total composition C4H13N2. Source: the Open Molecules 2025 dataset; level of theory: wB97M-V/def2-TZVPD.

For the orbital gap, the calculation gives 11.1 eV. The value obtained for the relative energy (zero: lowest compared OMol25 entry of this formula, charge and spin) is 59.5 kJ/mol. Its net charge is +1.

Geometry as XYZ:
```
19
C4H13N2 | the Open Molecules 2025 dataset | wB97M-V/def2-TZVPD
C 0.38151 1.82033 1.32780
H 0.12570 -0.09139 -2.12677
H 0.86374 2.51146 0.63452
H 0.89663 0.85986 1.21155
N 0.39131 -0.37325 -1.19532
H -2.85826 0.51683 1.56745
H -1.30326 1.55652 -0.05354
H 0.51722 2.18848 2.34179
H 0.11721 0.13338 -0.36026
C -1.10515 1.69228 1.02236
H -1.62899 2.63637 1.19117
H 1.23869 -1.94310 -0.10016
H -1.67135 0.71310 2.87251
H 1.74879 -3.20487 -1.88324
H -1.34260 -0.38447 1.53432
C -1.79852 0.57749 1.80086
H 0.99489 -2.20559 -3.00868
C 0.96637 -1.53622 -1.06865
N 1.26364 -2.34994 -2.05353
```


Entry 4:
A gas-phase ion, C4H13N2 (charge +1) in a non-equilibrium geometry. Source: the Open Molecules 2025 dataset; level of theory: wB97M-V/def2-TZVPD.

Its SMILES is CNC[C@H](C)[NH3+]. For the orbital gap, the calculation gives 9.0 eV. The value obtained for the relative energy (zero: lowest compared OMol25 entry of this formula, charge and spin) is 210.0 kJ/mol. Its net charge is +1.

Geometry as XYZ:
```
19
C4H13N2 | the Open Molecules 2025 dataset | wB97M-V/def2-TZVPD
C -0.60876 1.10577 1.28037
C 2.37047 -0.25598 -0.54631
N 1.47185 -1.09822 0.21596
N -2.12094 0.25112 -0.47820
H -2.56710 0.39831 0.39967
H 2.19385 -0.16911 -1.67759
C -0.53895 0.39339 -0.04841
H 1.81185 -1.97775 0.45253
H -1.37015 0.52510 1.93826
H -2.38170 0.99758 -1.12183
C 0.03310 -1.08659 -0.11024
H -1.05964 2.11816 1.12071
H 2.08669 0.77566 -0.19204
H 0.47942 1.24277 1.63908
H -2.28897 -0.65213 -0.92729
H -0.56546 -1.67411 0.59608
H -0.11754 -1.29793 -1.19726
H -0.22629 1.00780 -0.92791
H 3.39827 -0.60383 -0.41560
```